Molecular formula: C46H92Br2O22S11
Method: DFT, ωB97M-V/def2-TZVPD

```
173
Properties=species:S:1:pos:R:3:forces:R:3:lowdin_charge:R:1
C 31.8366 30.8175 32.8288 0.50 2.09 -0.76 -0.20
C 31.0351 31.8682 33.7029 0.53 -3.40 0.73 -0.22
C 31.6375 33.1992 33.6950 1.49 1.68 -0.37 -0.21
S 33.0516 33.1759 32.4866 -1.11 -1.90 -0.12 0.75
O 34.3498 32.8703 33.1206 -2.04 0.80 -0.90 -0.32
O 32.8460 34.2664 31.5526 0.74 0.22 0.28 -0.35
C 32.3782 31.6337 31.6602 1.08 0.83 0.22 -0.24
H 31.2727 29.9441 32.5013 0.05 0.03 0.33 0.09
H 32.7567 30.6012 33.3716 -0.30 -0.83 0.27 0.11
H 31.3116 31.4917 34.6878 -1.27 -0.24 0.35 0.12
H 29.9680 31.8123 33.4878 0.13 0.23 0.16 0.10
H 32.1401 33.4238 34.6358 -0.32 0.32 0.02 0.11
H 30.8972 33.9493 33.4170 0.58 0.35 -0.09 0.11
H 33.2574 31.2133 31.1720 -0.16 -0.18 -0.17 0.10
H 31.6530 31.9924 30.9298 0.05 -0.07 0.13 0.03
C 24.4551 36.1487 31.0704 -1.04 -0.26 0.47 -0.22
C 24.7674 37.2122 32.1469 0.60 -0.86 -0.99 -0.21
C 24.4614 36.4905 33.4449 -0.68 0.37 0.37 -0.23
S 25.1510 34.8243 33.3004 0.03 0.05 0.45 0.70
O 24.1841 33.7927 33.6912 0.89 1.11 -0.50 -0.34
O 26.4564 34.8328 33.9532 -0.74 -0.24 -0.84 -0.34
C 25.2432 34.8619 31.4592 0.50 1.10 0.21 -0.19
H 24.4877 36.6929 30.1265 1.10 -0.94 -0.53 0.10
H 23.4183 35.8126 31.0828 -0.43 0.41 0.45 0.11
H 24.3053 38.1584 31.8654 -0.72 -0.16 0.77 0.12
H 25.8172 37.4684 32.0046 0.35 -0.24 0.43 0.12
H 23.3852 36.3198 33.4746 -0.09 0.08 0.27 0.10
H 24.7965 36.9400 34.3796 0.11 -0.11 -0.12 0.11
H 24.8235 33.8882 31.2064 0.16 0.25 -0.55 0.09
H 26.2872 35.0352 31.1982 0.11 -0.62 0.00 0.10
C 24.5534 38.1517 25.6356 1.68 -0.61 -3.31 -0.20
C 25.9624 38.0203 24.8286 0.01 -0.09 1.36 -0.18
C 26.9825 37.6213 25.9112 -0.59 0.02 0.20 -0.25
S 26.6293 38.8036 27.2224 0.27 -0.56 0.15 0.69
O 27.3694 40.0279 26.9478 -0.84 -0.83 0.32 -0.32
O 26.7675 38.1181 28.5008 -0.10 0.69 -0.39 -0.36
C 24.8315 38.9700 26.8317 0.20 0.67 1.33 -0.22
H 24.1037 37.1706 25.7888 0.15 0.07 0.30 0.10
H 24.0101 38.6542 24.8354 -0.76 0.16 0.60 0.11
H 26.1981 39.0250 24.4778 0.03 -0.04 -0.27 0.12
H 25.9487 37.3277 23.9870 -0.25 0.09 0.10 0.09
H 28.0668 37.6475 25.8025 -0.10 0.30 -0.63 0.10
H 26.7378 36.6215 26.2698 -0.05 0.04 0.29 0.05
H 24.5988 40.0270 26.7022 0.21 -0.02 -0.04 0.11
H 24.3131 38.6149 27.7224 0.09 0.07 0.02 0.09
C 34.7573 36.0494 30.1015 2.58 -1.46 -2.16 -0.28
C 33.9714 37.3024 30.0734 -1.43 0.20 0.60 -0.23
C 33.4586 37.4956 31.5239 2.10 0.77 -0.39 -0.18
S 35.0345 37.2228 32.4271 -2.03 -1.05 1.41 0.67
O 34.7214 36.7101 33.7537 0.32 0.30 -0.56 -0.34
O 35.9100 38.3600 32.3253 0.08 0.15 -0.46 -0.31
C 35.5620 35.9155 31.3357 -0.18 -0.23 2.60 -0.24
H 35.5864 36.0388 29.3940 -0.48 0.34 -1.13 0.12
H 34.2764 35.0851 29.9371 -0.66 0.58 -0.01 0.10
H 33.1044 37.1882 29.4229 0.17 0.36 -0.29 0.11
H 34.6534 38.0964 29.7693 -0.47 0.37 0.01 0.12
H 32.7814 36.6992 31.8324 -0.12 0.40 0.06 0.09
H 33.2371 38.5392 31.7475 -0.69 -0.26 0.09 0.10
H 35.1891 34.9724 31.7352 0.87 0.15 0.91 0.07
H 36.6402 36.0595 31.4054 0.07 -0.51 -0.82 0.11
C 26.7974 26.8815 24.1321 1.74 -1.23 0.08 -0.25
C 26.6516 27.5414 22.7961 -0.23 1.60 -1.52 -0.17
C 26.9380 29.1120 22.8270 -0.29 -0.31 0.71 -0.19
S 27.9223 29.3816 24.2945 -0.25 -1.71 1.79 0.71
O 27.3286 30.4966 25.0184 1.13 0.09 -0.38 -0.36
O 29.3693 29.2142 24.1093 -1.49 0.63 -0.20 -0.33
C 27.2825 27.8784 25.1195 -0.83 0.33 1.73 -0.23
H 27.5576 26.1091 24.0158 0.15 -0.10 0.07 0.11
H 25.9305 26.3085 24.4610 -0.25 0.54 0.02 0.12
H 25.6148 27.2952 22.5668 0.18 0.65 -1.15 0.12
H 27.3781 27.1600 22.0786 -0.47 -0.40 -0.09 0.11
H 26.0571 29.7248 23.0179 -0.19 -0.26 0.14 0.08
H 27.4931 29.6556 22.0625 0.00 -0.83 -0.62 0.10
H 26.4147 28.2283 25.6785 -0.06 0.51 -0.08 0.10
H 27.8724 27.3930 25.8970 0.77 0.53 -0.24 0.10
C 32.7972 30.3724 23.3853 0.86 0.13 0.54 -0.21
C 31.6865 31.3313 22.9386 -0.49 -1.36 -0.95 -0.24
C 31.8792 32.6878 23.6046 0.28 -1.16 0.42 -0.19
S 32.2386 32.1680 25.3428 2.94 1.25 -1.11 0.71
O 31.0014 32.1116 26.0520 -0.89 -0.58 0.67 -0.34
O 33.3088 33.0461 25.8523 -1.27 -1.02 -0.24 -0.36
C 33.0495 30.5013 24.9158 -0.51 1.22 -0.63 -0.15
H 33.6744 30.6359 22.7943 0.41 0.15 0.43 0.11
H 32.6416 29.3239 23.1313 -0.55 0.10 0.00 0.11
H 30.7638 30.7735 23.0985 -0.42 0.76 0.60 0.08
H 31.7557 31.3245 21.8508 0.02 0.67 -0.14 0.11
H 31.0601 33.4070 23.6039 -0.12 -0.35 0.15 0.09
H 32.7637 33.1702 23.1886 0.13 0.06 0.30 0.10
H 32.6683 29.6673 25.5049 -0.18 0.37 0.02 0.07
H 34.0965 30.6834 25.1580 -0.16 -0.08 0.10 0.10
C 30.8490 27.1750 30.1614 0.76 0.55 -2.89 -0.14
C 30.2162 27.1804 28.6949 -0.47 -0.91 -1.48 -0.21
C 31.0629 28.1000 27.7761 -1.40 0.98 1.83 -0.29
S 32.6943 27.6976 28.0551 0.35 -0.64 -0.01 0.65
O 33.4169 28.9370 27.9041 0.84 -0.25 0.33 -0.33
O 33.0495 26.5376 27.2523 0.07 0.58 0.87 -0.32
C 32.4204 27.2379 29.8361 -0.66 0.56 1.07 -0.17
H 30.6048 26.3174 30.7883 -0.18 0.15 -0.31 0.11
H 30.5532 28.1160 30.6251 0.05 -0.24 0.26 0.04
H 29.2077 27.5107 28.4462 -0.40 0.31 1.35 0.09
H 30.1570 26.1843 28.2562 0.55 -0.39 0.27 0.10
H 30.9201 29.0443 28.3015 0.49 0.42 0.07 0.04
H 30.8697 28.4394 26.7584 -0.32 -1.12 -0.31 0.11
H 32.7826 28.0479 30.4692 0.41 0.25 -0.46 0.08
H 32.9843 26.3720 30.1832 -0.16 -0.24 -0.66 0.10
C 26.9349 31.1888 32.8157 0.87 -2.94 0.52 -0.19
C 25.4585 30.6763 32.8074 -0.14 0.80 -1.58 -0.20
C 25.4088 29.1691 32.3122 2.08 0.62 2.27 -0.16
S 26.8130 28.4102 33.2341 0.34 1.71 -1.33 0.67
O 27.5854 27.7086 32.1958 -0.39 0.30 1.58 -0.37
O 26.4227 27.8349 34.4942 -0.08 -0.82 -0.26 -0.32
C 27.5736 29.9850 33.6664 0.01 1.34 -0.61 -0.23
H 27.1614 32.1302 33.3163 -0.59 -0.05 0.23 0.10
H 27.4078 31.2585 31.8361 -0.39 -0.21 -0.19 0.03
H 24.9782 31.3302 32.0795 -0.55 -0.29 -0.16 0.09
H 24.9604 30.9390 33.7407 0.08 -0.64 0.14 0.11
H 25.8830 29.0486 31.3382 -1.11 0.04 -0.37 0.09
H 24.6694 28.4624 32.6889 -0.86 0.60 -0.89 0.10
H 28.6406 29.7677 33.6166 0.09 0.54 0.22 0.08
H 27.1869 30.3006 34.6354 0.60 -0.87 0.45 0.10
C 29.7330 35.5696 20.5663 -0.68 -0.31 1.32 -0.19
C 29.6066 35.6481 22.1028 0.20 -0.77 -0.29 -0.26
C 28.9752 36.9470 22.5097 -1.84 -0.82 0.55 -0.19
S 27.7658 37.3508 21.1193 3.78 1.53 -0.39 0.68
O 28.1948 38.6666 20.6830 -0.52 -0.46 -0.30 -0.34
O 26.3942 37.1342 21.4222 -1.03 -0.56 0.58 -0.32
C 28.3750 36.0488 19.9813 0.91 0.01 0.14 -0.20
H 29.9458 34.5152 20.3900 -0.05 0.12 -0.67 0.11
H 30.6232 36.1595 20.3482 -0.37 0.20 -0.78 0.12
H 30.5883 35.4342 22.5256 -0.01 0.42 0.26 0.09
H 28.9481 34.8544 22.4557 -0.02 -0.26 -0.13 0.11
H 29.6460 37.7095 22.9056 -0.27 0.40 -0.85 0.11
H 28.2511 36.6912 23.2833 0.14 0.33 0.45 0.07
H 28.5324 36.4137 18.9663 -0.43 0.40 0.17 0.10
H 27.5789 35.3043 19.9860 0.27 -0.23 0.04 0.10
C 34.7406 38.7989 25.4455 -1.19 -1.25 -0.80 -0.15
C 33.6995 37.8386 26.2275 0.57 1.13 0.01 -0.20
C 34.2052 36.4360 26.0108 1.61 -0.57 -0.80 -0.23
S 34.4219 36.3610 24.1608 1.29 -1.33 1.27 0.71
O 33.1209 36.1263 23.5615 0.40 0.42 -0.18 -0.35
O 35.5609 35.4867 23.8147 -1.77 1.19 0.26 -0.35
C 35.0045 38.0973 24.0389 0.54 -0.02 1.38 -0.20
H 35.6391 38.9174 26.0512 0.15 -0.56 -0.18 0.10
H 34.4713 39.8284 25.2094 -0.78 -0.13 0.38 0.10
H 32.6726 37.9110 25.8692 0.06 0.22 -0.31 0.11
H 33.6518 38.1032 27.2838 0.20 -0.01 -0.01 0.08
H 33.8507 35.5303 26.5030 -1.56 0.12 -0.70 0.09
H 35.2180 36.2569 26.3720 0.67 0.94 -0.19 0.10
H 34.6006 38.6228 23.1736 -0.21 -0.20 0.19 0.10
H 36.0848 37.9888 23.9423 -0.12 -0.11 -0.41 0.09
C 24.0392 33.3768 26.9095 -0.24 -1.81 1.07 -0.22
C 23.0534 33.5778 25.7579 1.53 0.92 -1.20 -0.23
C 22.4125 32.2507 25.4455 -0.28 -0.69 0.38 -0.22
S 23.6105 30.9051 25.8140 -0.80 0.97 -0.52 0.71
O 24.0377 30.2528 24.5684 0.15 1.05 1.32 -0.35
O 22.9573 30.0730 26.7949 0.52 -0.19 0.41 -0.34
C 24.8218 32.1024 26.6203 -0.33 -1.45 -1.77 -0.23
H 23.4452 33.1431 27.7930 -0.03 0.40 0.38 0.12
H 24.8107 34.1007 27.1721 -0.50 0.60 -0.35 0.09
H 23.6225 33.8735 24.8766 0.23 0.17 -0.16 0.11
H 22.3863 34.4231 25.9264 -0.35 -0.37 0.20 0.12
H 22.1203 32.0134 24.4225 -0.21 0.59 0.04 0.10
H 21.5887 32.1332 26.1495 -0.10 -0.56 -0.22 0.10
H 25.5137 32.2996 25.8014 0.43 -0.23 0.22 0.06
H 25.2690 31.5030 27.4133 0.09 0.49 0.11 0.09
Br 27.9655 33.9242 26.8428 0.60 -0.21 0.82 0.70
C 29.0262 33.1458 28.3431 0.68 0.67 0.17 -0.61
C 28.4621 31.7580 28.5783 0.12 -0.52 0.34 -0.57
Br 29.4043 30.6574 30.0040 -0.46 0.85 -0.80 0.76
H 29.0842 33.8376 29.1834 -1.57 -0.09 0.39 0.06
H 30.0844 33.3013 28.1330 -0.01 -1.23 -1.20 0.05
H 28.4686 31.1043 27.7061 0.40 0.31 -0.08 0.04
H 27.4275 31.7733 28.9210 0.16 0.28 0.17 0.04
```
Forces are in eV/Å.

## Properties
Energy   -353501.238 eV
HOMO   -9.6291 eV
Max |F|   4.10 eV/A
SMILES string   O=S1(=O)CCCC1.O=S1(=O)CCCC1.O=S1(=O)CCCC1.O=S1(=O)CCCC1.O=S1(=O)CCCC1.O=S1(=O)CCCC1.O=S1(=O)CCCC1.O=S1(=O)CCCC1.O=S1(=O)CCCC1.O=S1(=O)CCCC1.O=S1(=O)CCCC1.BrCCBr
Energy above the lowest of the compared OMol25 structures with the same formula, charge and spin   0.2032 eV
M   1509.765 g mol⁻¹
Orbital gap   9.34 eV